ORCA calculation (ωB97M-V/def2-TZVPD) on a 15-piece molecular cluster, C100H186N8O22 overall at a distorted geometry.

Each line ends with the Löwdin spin population.
Positions of all 316 atoms, in Å:
C 2.385 4.605 5.114  0.022
C 3.287 4.943 3.915  0.030
C 4.712 5.365 4.252  0.003
C 5.675 4.292 4.707  0.000
C 5.777 3.255 3.646  0.003
C 4.453 2.638 3.373  0.015
N 3.369 3.740 3.079  0.430
O 2.420 3.331 2.382  0.467
C 4.520 1.805 2.148  0.001
C 3.957 1.760 4.506  0.014
C 2.739 6.057 3.141  0.004
H 2.856 4.001 5.922  0.000
H 1.509 4.071 4.728  0.001
H 2.029 5.494 5.610  0.003
H 5.109 5.727 3.297  0.001
H 4.725 6.198 4.931  0.000
H 5.359 3.845 5.684  0.000
H 6.641 4.799 4.934  0.000
H 6.555 2.436 3.830  -0.001
H 6.069 3.809 2.710  0.001
H 3.615 1.211 1.953  0.000
H 4.523 2.406 1.289  0.000
H 5.317 1.086 2.060  0.000
H 4.542 0.882 4.476  0.002
H 4.008 2.214 5.491  0.000
H 2.890 1.506 4.446  0.001
H 1.633 5.995 2.961  0.000
H 3.238 6.312 2.206  0.000
H 2.852 6.968 3.733  0.000
C -6.238 0.219 1.896  0.021
C -6.139 1.777 2.272  0.027
C -7.588 2.303 2.546  0.000
C -8.205 1.870 3.897  0.000
C -7.210 2.361 4.930  0.001
C -5.817 1.705 4.828  0.025
N -5.252 1.887 3.456  0.397
O -4.090 1.421 3.309  0.484
C -4.873 2.568 5.772  0.007
C -5.731 0.160 5.170  0.019
C -5.666 2.608 1.014  0.006
H -5.344 -0.130 1.385  0.003
H -6.996 0.023 1.156  0.002
H -6.517 -0.390 2.797  0.000
H -7.513 3.391 2.505  0.001
H -8.266 2.094 1.705  0.000
H -8.276 0.762 4.007  0.000
H -9.149 2.334 3.912  0.000
H -7.543 2.286 5.964  0.000
H -7.119 3.421 4.813  0.001
H -4.059 2.112 6.290  0.000
H -4.524 3.485 5.251  0.000
H -5.529 2.851 6.631  0.000
H -6.643 -0.407 4.861  0.000
H -4.813 -0.255 4.768  0.003
H -5.899 0.047 6.231  0.002
H -5.458 3.599 1.361  0.001
H -6.356 2.629 0.227  0.000
H -4.696 2.147 0.709  0.000
C -3.006 -0.741 -7.044  0.003
C -3.090 -0.105 -5.631  0.021
C -1.838 0.760 -5.415  0.003
C -1.885 1.727 -4.263  0.000
C -3.128 2.647 -4.381  0.002
C -4.439 2.014 -4.609  0.021
N -4.250 0.878 -5.584  0.410
O -5.353 0.472 -6.107  0.497
C -5.200 1.449 -3.393  0.018
C -5.251 3.095 -5.270  0.003
C -3.260 -1.204 -4.603  0.015
H -3.755 -1.455 -7.161  0.000
H -2.041 -1.263 -7.133  0.000
H -3.187 0.181 -7.716  0.000
H -0.995 0.051 -5.200  0.000
H -1.587 1.391 -6.265  0.001
H -0.947 2.250 -4.101  0.000
H -2.019 1.097 -3.315  0.000
H -2.888 3.236 -5.282  0.001
H -3.104 3.281 -3.510  0.000
H -4.611 0.795 -2.755  0.000
H -5.361 2.276 -2.699  0.002
H -6.120 0.973 -3.754  0.002
H -5.446 3.829 -4.463  0.000
H -4.776 3.680 -6.058  0.000
H -6.223 2.634 -5.592  -0.001
H -2.722 -2.121 -4.840  0.002
H -4.291 -1.606 -4.431  0.001
H -2.921 -0.922 -3.613  0.000
C -5.017 -6.619 5.266  0.011
C -3.911 -5.564 5.024  0.014
C -2.589 -5.980 4.627  0.000
C -2.447 -6.548 3.257  0.000
C -2.688 -5.390 2.267  0.001
C -4.043 -4.891 2.249  0.020
N -4.365 -4.719 3.742  0.416
O -5.644 -4.103 3.911  0.513
C -4.075 -3.655 1.655  0.001
C -4.997 -5.970 1.643  0.015
C -3.860 -4.555 6.039  0.002
H -5.999 -6.181 5.468  0.002
H -4.667 -7.165 6.085  0.001
H -5.189 -7.372 4.562  0.000
H -1.932 -5.140 4.728  0.001
H -2.059 -6.739 5.290  -0.001
H -3.260 -7.161 2.946  0.000
H -1.507 -6.995 3.066  0.000
H -2.424 -5.786 1.209  -0.001
H -2.033 -4.558 2.373  0.000
H -3.331 -3.093 2.200  0.000
H -3.678 -3.704 0.678  0.000
H -5.039 -3.168 1.628  -0.001
H -5.088 -5.817 0.562  0.002
H -4.862 -7.014 1.974  0.000
H -6.067 -5.778 1.867  0.002
H -3.213 -3.867 5.517  0.000
H -3.544 -4.708 7.028  0.000
H -4.943 -4.182 6.070  -0.001
C -1.081 9.928 0.707  0.002
C -2.237 8.975 0.325  0.022
C -3.449 9.815 -0.223  0.003
C -4.464 8.978 -1.000  0.000
C -3.698 8.293 -2.148  0.004
C -2.532 7.410 -1.687  0.030
N -1.685 8.150 -0.788  0.405
O -0.529 7.721 -0.599  0.482
C -3.015 6.150 -1.046  0.020
C -1.739 7.043 -2.962  0.004
C -2.679 8.091 1.460  0.018
H -0.767 10.564 -0.101  0.000
H -0.223 9.317 0.946  -0.001
H -1.351 10.489 1.580  0.000
H -3.978 10.389 0.562  0.000
H -3.060 10.547 -0.902  0.001
H -5.207 9.605 -1.492  0.000
H -4.940 8.282 -0.323  0.000
H -3.321 9.025 -2.842  0.001
H -4.381 7.626 -2.732  0.000
H -3.621 6.185 -0.159  0.000
H -3.619 5.535 -1.766  0.003
H -2.203 5.555 -0.791  0.002
H -2.378 6.576 -3.687  0.000
H -1.236 7.936 -3.385  0.000
H -0.918 6.303 -2.818  0.000
H -2.850 8.806 2.254  0.002
H -1.808 7.465 1.760  0.002
H -3.566 7.509 1.225  0.000
C 1.387 -5.895 -0.362  0.010
C 1.717 -7.338 -0.593  0.019
C 0.593 -8.066 -1.329  -0.001
C 0.754 -8.226 -2.893  0.000
C 2.218 -8.725 -3.116  0.001
C 3.380 -7.914 -2.570  0.023
N 3.010 -7.717 -1.193  0.321
O 4.187 -6.996 -0.631  0.589
C 4.731 -8.837 -2.787  0.005
C 3.471 -6.790 -3.660  0.013
C 1.818 -8.138 0.815  0.014
H 1.133 -5.453 -1.338  0.000
H 2.197 -5.330 0.061  0.001
H 0.409 -5.900 0.087  0.000
H 0.349 -9.059 -0.862  0.000
H -0.302 -7.473 -1.304  0.000
H 0.403 -7.387 -3.547  0.000
H 0.098 -9.085 -3.015  0.000
H 2.188 -8.983 -4.210  0.000
H 2.306 -9.711 -2.576  0.001
H 4.923 -9.578 -1.902  0.000
H 4.949 -9.256 -3.740  0.000
H 5.602 -8.290 -2.471  0.000
H 3.634 -7.223 -4.683  0.001
H 2.364 -6.329 -3.500  0.000
H 4.172 -5.935 -3.549  0.002
H 2.509 -7.596 1.452  0.001
H 2.203 -9.234 0.675  0.000
H 0.806 -8.402 1.031  0.001
C 8.413 -1.535 0.993  0.005
C 7.425 -2.556 0.398  0.022
C 7.635 -3.938 1.055  0.001
C 6.598 -4.959 0.811  0.000
C 5.238 -4.413 1.189  0.000
C 4.870 -2.953 0.799  0.027
N 6.033 -2.051 0.708  0.416
O 5.798 -0.849 0.394  0.465
C 4.118 -2.970 -0.584  0.023
C 3.829 -2.349 1.763  0.008
C 7.768 -2.724 -1.139  0.018
H 8.175 -0.509 0.824  0.000
H 9.476 -1.894 0.795  0.000
H 8.353 -1.525 2.061  0.000
H 8.742 -4.067 0.827  0.000
H 7.681 -3.786 2.130  0.001
H 6.669 -5.907 1.301  0.000
H 6.631 -5.133 -0.251  0.000
H 5.153 -4.445 2.282  0.000
H 4.428 -5.062 0.831  0.000
H 4.855 -3.227 -1.337  0.000
H 3.433 -3.790 -0.675  0.002
H 3.658 -1.999 -0.744  0.002
H 2.971 -3.020 1.604  0.000
H 4.224 -2.425 2.745  0.000
H 3.705 -1.294 1.615  0.000
H 7.765 -1.832 -1.771  0.002
H 7.112 -3.436 -1.627  0.000
H 8.826 -3.051 -1.155  0.002
C 1.710 1.067 0.189  0.009
C 0.550 0.511 -0.596  0.024
C 0.988 -0.075 -1.929  0.001
C 0.022 -1.103 -2.664  0.000
C -0.017 -2.270 -1.658  0.001
C -0.565 -1.895 -0.292  0.025
N -0.031 -0.597 0.199  0.430
O -0.340 -0.336 1.450  0.445
C -2.129 -1.665 -0.337  0.024
C -0.277 -2.969 0.826  0.008
C -0.498 1.697 -0.805  0.022
H 2.561 0.329 0.228  0.000
H 1.439 1.290 1.263  -0.001
H 2.040 2.015 -0.361  0.000
H 1.335 0.677 -2.594  0.000
H 1.828 -0.732 -1.686  0.001
H 0.387 -1.243 -3.707  0.000
H -0.983 -0.805 -2.689  0.000
H 1.028 -2.653 -1.647  0.000
H -0.633 -3.189 -1.929  -0.001
H -2.461 -1.030 0.454  0.002
H -2.514 -1.178 -1.237  0.000
H -2.682 -2.629 -0.261  0.002
H 0.324 -3.799 0.473  0.000
H 0.279 -2.525 1.591  0.000
H -1.285 -3.286 1.285  0.000
H -1.448 1.285 -0.474  0.000
H -0.385 2.052 -1.889  0.001
H -0.130 2.430 -0.064  0.002
O -2.242 -2.437 4.139  0.003
C -1.250 -1.787 4.240  0.000
O -0.054 -2.348 4.182  0.000
C 0.983 -1.360 4.150  0.003
C 0.361 -0.141 4.804  0.000
C -1.158 -0.274 4.402  0.000
H 1.276 -1.168 3.130  0.001
H 1.838 -1.653 4.724  0.000
H 0.682 0.706 4.241  0.000
H 0.553 -0.055 5.870  0.000
H -1.447 0.210 3.491  0.000
H -1.797 -0.017 5.253  0.000
O -1.923 -6.063 -1.305  0.000
C -2.127 -5.805 -2.468  0.000
O -1.701 -6.639 -3.480  0.000
C -2.308 -6.177 -4.700  0.000
C -3.494 -5.321 -4.239  0.000
C -2.916 -4.648 -3.034  0.000
H -2.483 -7.006 -5.347  0.000
H -1.637 -5.532 -5.229  0.000
H -4.213 -6.077 -3.791  0.000
H -3.946 -4.804 -5.007  0.000
H -3.578 -4.387 -2.275  0.000
H -2.277 -3.788 -3.315  0.000
O -0.461 7.100 4.310  0.000
C -0.911 6.025 4.064  0.000
O -0.904 5.444 2.867  0.000
C -1.092 4.033 2.991  0.001
C -1.935 3.909 4.246  0.001
C -1.403 5.036 5.150  0.000
H -0.200 3.496 3.206  0.001
H -1.491 3.577 2.055  0.000
H -1.917 2.938 4.648  0.001
H -2.964 4.072 4.012  0.000
H -0.514 4.697 5.676  0.000
H -2.211 5.413 5.756  0.000
O 3.282 3.640 -1.236  0.000
C 3.231 4.776 -0.789  0.000
O 4.288 5.418 -0.307  0.000
C 3.947 6.843 -0.336  0.000
C 2.443 6.965 -0.466  0.000
C 1.963 5.488 -0.499  0.001
H 4.519 7.326 -1.150  0.000
H 4.210 7.284 0.636  0.000
H 2.157 7.408 -1.384  0.000
H 1.874 7.511 0.316  0.000
H 1.270 5.282 -1.270  0.000
H 1.638 5.052 0.446  0.001
O 0.895 3.892 -3.209  0.000
C 1.716 3.861 -4.028  0.000
O 2.666 4.823 -4.072  0.000
C 3.889 4.320 -4.603  0.000
C 3.536 3.049 -5.313  0.000
C 2.011 2.881 -5.089  0.000
H 4.590 4.167 -3.748  0.000
H 4.238 5.100 -5.306  0.000
H 4.020 2.177 -4.900  0.000
H 3.818 3.010 -6.381  0.000
H 1.618 1.874 -5.023  0.000
H 1.449 3.306 -5.918  0.000
O -0.482 -3.266 -5.463  0.000
C 0.732 -3.326 -5.394  0.000
O 1.542 -2.436 -5.997  0.000
C 2.976 -2.827 -5.768  0.000
C 2.932 -4.218 -5.224  0.000
C 1.544 -4.332 -4.682  0.000
H 3.340 -2.097 -4.985  0.000
H 3.527 -2.791 -6.710  0.000
H 3.603 -4.321 -4.435  0.000
H 3.064 -4.989 -6.019  0.000
H 1.589 -4.218 -3.596  0.000
H 1.092 -5.318 -4.732  0.000
O 4.551 -0.974 -3.654  0.000
C 5.142 -0.086 -3.121  0.001
O 6.399 0.183 -3.520  0.000
C 6.999 1.110 -2.561  0.000
C 5.809 1.889 -1.926  0.000
C 4.704 0.879 -2.037  0.003
H 7.725 1.757 -2.954  0.000
H 7.442 0.518 -1.716  0.000
H 5.569 2.852 -2.489  0.000
H 6.050 2.211 -0.924  0.000
H 3.785 1.359 -2.199  0.000
H 4.505 0.229 -1.252  0.002

As for the spin multiplicity: 9. The value obtained for the orbital gap (spin up / spin down) is 8.175 / 7.921 eV.

ORCA calculation (ωB97M-V/def2-TZVPD) on the molecule CH4ClN3 at a distorted geometry.

Each line ends with the Löwdin spin population.
Positions of all 9 atoms, in Å:
C -0.735 -0.549 -0.025  0.071
N 0.532 -0.226 -0.531  0.373
N 0.831 0.885 -1.035  0.595
N -0.489 -0.237 1.336  0.731
Cl -0.679 1.385 1.712  0.177
H -1.498 0.155 -0.568  0.007
H -0.876 -1.620 -0.035  0.008
H 1.148 -0.763 0.020  0.009
H 1.765 0.970 -0.874  0.029

As for the spin multiplicity: 3. The value obtained for the orbital gap (spin up / spin down) is 8.146 / 8.891 eV. The energy above the lowest of the compared OMol25 structures with the same formula, charge and spin comes out at 0.0 kJ/mol.

- The highest spin multiplicity belongs to which entry?
  C100H186N8O22